Record 1
DFT (wB97M-V/def2-TZVPD) results for a structure of composition C45H52As2N10O2SSeV in a non-equilibrium geometry.

```
114
Properties=species:S:1:pos:R:3:lowdin_charge:R:1
C 0.1363 -3.5410 0.8405 -0.30
H -3.8411 4.2212 3.1727 0.11
O -1.9154 -1.7064 -0.6844 -0.04
C 2.7716 3.5196 0.2333 -0.08
C 0.0345 -0.0563 3.5075 -0.37
H -3.1193 -0.2930 -5.5254 0.14
H 0.1565 -1.0876 3.8703 0.07
H -1.4145 3.9495 -0.2964 0.16
H 2.4501 1.4561 -0.3042 0.08
C 1.2939 -3.2544 0.0329 -0.17
H -0.1696 3.4065 5.3960 0.08
H -0.5597 3.5523 7.8199 0.11
H 1.8090 3.3392 -2.6159 0.11
C -4.3180 3.4020 2.6402 -0.12
C -2.3737 -1.8341 -3.0193 -0.15
H 4.6571 -1.8571 -7.4828 0.14
H 0.4843 3.1041 -3.7647 0.12
H 2.9585 5.4929 1.0457 0.12
H -1.8655 0.7751 -4.8758 0.13
H -2.6999 2.7834 8.7786 0.11
H -2.4323 -2.9237 -3.0626 0.18
C -1.4934 -1.4512 -1.8191 -0.63
C -1.4329 0.2441 3.2350 -0.47
H 6.0413 -0.3639 2.8375 0.12
C 3.9744 -2.4102 -6.8722 -0.01
C 2.7189 -0.8383 2.4665 -0.36
H -0.7707 4.7872 -2.6456 0.13
H -3.6080 0.3153 1.4317 0.06
N 3.2698 -3.8727 -1.1130 0.15
H 2.7351 -0.5581 -1.1164 0.12
N 3.1979 -1.8086 -5.9223 -0.13
N 1.4856 -1.9433 -0.2259 -0.08
H -4.4071 1.7616 7.3185 0.11
C 1.6874 1.8898 1.6480 -0.38
C 2.2035 -4.2117 -0.4231 -0.01
H 1.6548 -2.6245 3.0234 0.09
C -2.5303 -0.0543 -4.6399 -0.08
H -2.0655 -0.1124 4.0564 0.08
C -3.4483 0.2382 -3.4564 -0.12
Se 1.2649 -2.4060 -3.9639 0.78
H -2.0298 -5.1957 2.1994 0.19
H -7.2714 2.4995 1.2808 0.11
H -2.9407 0.8502 -2.7090 0.11
C -1.0971 3.0312 5.8156 -0.12
H 5.8613 -2.6328 3.7884 0.12
C -1.5115 -3.1303 2.1072 -0.05
H 3.2872 3.7687 -0.6821 0.11
C 1.5538 2.8597 2.6381 -0.12
S -1.2308 1.0835 0.0224 0.81
H 4.1131 0.0442 -5.6906 0.11
C 2.5810 -1.6125 -0.9114 -0.09
H 0.4471 0.6160 4.2778 0.08
As 1.0972 0.0272 1.8549 1.29
C -1.3178 3.1257 7.1819 -0.07
C -5.4961 1.3060 1.2728 -0.09
C 2.1272 -5.2012 -5.5833 -0.02
O -0.4128 -0.8547 -2.0209 -0.17
H 1.4489 -5.4826 -6.3922 0.11
C 4.9849 -2.1365 3.4032 -0.05
C -0.5276 2.2196 -1.0167 -0.71
H 2.5031 0.0859 -6.4371 0.11
H -4.0221 1.5875 4.9015 0.10
N -0.5291 -2.5202 1.4686 0.00
H 1.1256 2.5934 3.6013 0.07
C 3.9601 -0.2137 2.3920 -0.08
C 2.3149 2.2306 0.4502 -0.15
H 0.5624 5.0165 -1.4953 0.13
H 2.6647 -0.2380 -4.6949 0.03
C -3.5856 2.2365 2.3996 -0.44
N -0.8139 3.5151 -0.9772 0.08
H 3.6704 -3.7643 3.8727 0.12
N -0.3990 -4.7147 1.0863 0.19
C 5.0871 -0.8629 2.8683 -0.05
H -1.7015 -1.9439 -4.9992 0.17
C 3.7536 -2.7733 3.4538 -0.06
N -1.7502 -1.2622 -4.2393 0.07
C 2.4556 -2.7531 -5.3233 -0.68
C 3.4628 -2.5850 -1.3545 -0.09
C 2.6244 -2.1277 2.9837 -0.13
H 4.0270 0.7868 1.9735 0.10
N 2.7458 -3.9371 -5.8741 -0.12
C -6.2358 2.4390 1.5754 -0.07
H -1.7383 -0.2691 2.3132 -0.01
H 1.8990 4.8961 3.1932 0.12
H -2.2553 -2.6668 2.7253 0.16
C 3.6938 -3.7354 -6.8386 -0.01
H 4.0920 -4.5346 -7.4256 0.14
H 1.5628 -5.1246 -4.6555 0.05
N 0.3322 1.9621 -2.0019 0.05
C -4.1762 1.2075 1.6753 -0.16
H -5.9489 0.4983 0.7166 0.10
C 3.1188 -0.3969 -5.6738 -0.04
C 2.6052 4.4870 1.2132 -0.05
C 0.7324 3.1738 -2.7024 -0.10
C -2.5120 2.6805 7.7217 -0.06
C -5.6402 3.4956 2.2481 -0.06
V -0.1523 -1.1119 0.1137 0.58
H 2.0508 -5.2609 -0.2176 0.14
C -3.2622 2.0225 5.5402 -0.12
H -4.4818 -1.6723 -3.4908 0.14
C -0.0767 4.2712 -1.9772 -0.09
C 2.0055 4.1534 2.4170 -0.04
C -3.4789 2.1235 6.9027 -0.06
H 0.6446 1.0341 -2.2508 0.12
C -2.0684 2.4793 4.9914 -0.39
H 4.3407 -2.3262 -1.9264 0.13
H -4.3464 0.7628 -3.7693 0.13
H -4.0711 -1.1233 -1.8641 0.13
As -1.7432 2.1910 3.0499 1.27
H 2.8864 -5.9742 -5.4787 0.11
H -0.7547 -1.0489 -3.9784 0.04
H -6.2003 4.3940 2.4547 0.11
C -3.7351 -1.1507 -2.8969 -0.09
N -1.4293 -4.4468 1.8786 0.11
```

Output
Charge = +3
HOMO energy (alpha / beta) = -14.0 / -14.0 eV
Multiplicity = 3
ΔE to the lowest compared entry with this formula, charge and spin = 49.9 kcal per mole
Orbital gap (alpha / beta) = 5.800 / 5.433 eV
LUMO (alpha / beta) = -8.162 / -8.529 eV


Record 2
DFT (wB97M-V/def2-TZVPD) results for a structure of composition C45H52BN9P2Re in a non-equilibrium geometry.

```
110
Properties=species:S:1:pos:R:3:lowdin_charge:R:1
C 6.2107 3.2766 2.8349 -0.01
H 3.8785 4.4706 4.3058 0.12
N -0.2378 2.2735 -0.1419 -0.09
C -0.8761 3.4015 -0.5206 -0.34
C -2.0668 2.5680 2.3606 -0.05
C 3.7325 3.7530 3.5173 0.01
N -1.7199 0.1319 -2.2437 -0.39
C 0.3963 -0.4643 -4.2214 -0.32
H 0.7998 -4.1035 2.0308 0.10
H -2.1803 -1.7919 -3.0467 0.06
H -1.8749 -2.2483 0.2038 0.05
H 1.1252 -2.7252 0.0631 0.09
C 1.6865 -0.0657 -4.6224 -0.08
C 0.0601 -3.3452 1.7738 -0.06
H -1.2877 -1.7401 -4.7106 0.09
C 1.0550 4.6439 -4.0101 -0.02
C -0.1234 4.5051 -0.1401 0.03
C -0.2852 -1.4395 -4.9570 -0.06
C -2.6755 -0.8930 -2.6932 -0.14
C 1.3394 2.7008 -2.6225 -0.11
H 2.6813 4.3670 -2.6357 0.12
C -2.1542 -1.0922 2.7900 -0.02
C 0.3203 -2.0065 -6.0657 -0.03
N 4.1824 2.2926 1.8640 0.12
C -0.1562 -0.0146 3.9468 0.03
Re -0.5713 0.0769 -0.3673 1.37
C 1.7758 3.9439 -3.0497 -0.04
C -0.0993 4.1007 -4.5610 -0.04
H -1.4211 2.4148 -4.6066 0.12
H 2.2277 0.6895 -4.0705 0.11
C 4.7282 3.1142 2.7389 -0.32
C -0.9070 -2.0399 -0.2745 -0.28
H 4.4526 0.9537 0.3185 0.11
N -0.1881 0.1050 1.7160 -0.09
H -1.5568 3.9165 3.9305 0.13
H -2.8480 -0.6439 3.5009 0.11
H 1.4044 5.6119 -4.3427 0.13
C -6.7798 -0.4253 -1.4590 -0.01
H 0.8781 -2.2519 -2.2369 0.05
H -0.6482 4.6428 -5.3191 0.12
C -3.1314 1.9520 1.6361 -0.37
H 2.0573 -2.0701 -7.3162 0.13
H 2.3133 -3.0564 -1.6198 0.11
N 0.9162 0.7593 2.1764 0.04
H 6.4646 4.0974 3.5013 0.09
B 1.8239 1.6178 1.2341 -0.65
H -3.2994 -0.4776 -3.4840 0.11
C -6.0620 -1.3337 -0.6889 -0.03
H -0.4147 -0.2617 4.9618 0.14
H -0.2184 -2.7434 -6.6452 0.13
H -3.9009 4.4177 4.5039 0.14
N 2.3955 0.6446 0.1766 0.04
N 0.8845 2.6536 0.5254 0.02
H -6.8683 1.5699 -2.2501 0.13
C 0.9623 0.6632 3.5082 0.00
H -2.6289 -1.1202 1.8071 0.00
C -5.1063 1.2608 -1.0799 -0.08
C -4.4832 2.2476 1.9926 -0.02
N 1.5584 -0.1790 -0.5446 -0.07
C 2.5513 3.2579 3.0518 -0.11
H -0.3529 5.5424 -0.3125 0.13
H -7.7206 -0.7229 -1.9018 0.13
C 0.1744 2.1663 -3.1681 -0.37
C 3.6649 0.3980 -0.1634 0.00
C -2.3551 3.4430 3.3762 -0.01
H -4.7545 2.2747 -1.2162 0.11
C -4.8470 -0.9681 -0.1346 -0.10
H -5.2970 1.7654 1.4761 0.11
H 4.5533 -1.0678 -1.5421 0.13
H -0.9136 -3.7473 2.0625 0.09
C -0.8642 -0.3461 2.8015 -0.35
H -2.9800 3.7509 -0.5167 0.09
H 1.5387 3.4734 3.3537 0.12
C -0.5376 2.8497 -4.1547 -0.07
C -4.7449 3.1298 3.0128 -0.01
H 3.2746 -0.3514 -6.0253 0.13
H 2.4151 -2.1212 -3.0994 0.09
H -2.1876 4.1114 -2.0401 0.10
H 1.8209 4.4909 0.9558 0.14
C -4.3759 0.3379 -0.3218 -0.44
N 2.8307 2.3665 2.0490 -0.01
H -4.2929 -1.6912 0.4505 0.11
H 1.7818 1.0836 4.0655 0.14
C 2.2812 -0.6538 -5.7235 -0.03
H 6.6744 2.3697 3.2231 0.09
H -0.0032 -4.2903 -1.5443 0.07
H -1.1111 -4.7783 -0.2619 0.09
C -2.2009 3.4134 -1.2039 -0.03
H -1.0939 -2.3100 -1.3206 0.03
H -3.3132 -1.1898 -1.8701 0.05
H 6.6461 3.4772 1.8571 0.08
H 0.2876 -2.4691 2.3751 0.06
H -5.7656 3.3513 3.2916 0.13
C 3.6853 -0.6101 -1.1005 0.03
H -6.4451 -2.3313 -0.5236 0.13
H 1.9070 2.1534 -1.8771 0.10
H -2.4626 2.4307 -1.6063 0.03
H -1.0380 2.3491 2.1108 0.08
H -1.9986 -2.1320 3.0765 0.10
C 2.3642 -0.9695 -1.3099 -0.31
C -6.3020 0.8643 -1.6577 -0.02
C 0.1164 -3.0749 0.2745 -0.47
C 1.5981 -1.6233 -6.4448 -0.02
C 0.9812 3.9893 0.5046 -0.01
C -0.1075 -4.3964 -0.4632 -0.07
C -3.6866 3.7264 3.6982 0.03
P -2.8210 0.8083 0.3910 1.21
H 0.6036 -5.1521 -0.1287 0.10
C 1.9518 -2.1560 -2.1166 -0.02
P -0.2798 0.4669 -2.8529 1.00
```

Output
Charge = +3
HOMO energy (alpha / beta) = -15.6 / -15.6 eV
Multiplicity = 3
Orbital gap (alpha / beta) = 4.901 / 4.574 eV
LUMO (alpha / beta) = -10.713 / -11.040 eV


| no. | molar mass (g mol⁻¹) |
| --- | --- |
| 1 | 1076.79 |
| 2 | 977.94 |